Record 1
{"formula": "C4H6N2O3P", "method": "ωB97M-V/def2-TZVPD", "total_charge": -1, "de_lowest_ev": 3.2566, "gap_ev": 6.4, "species": ["C", "C", "C", "C", "N", "N", "O", "O", "O", "P", "H", "H", "H", "H", "H", "H"], "coordinates": [[-2.2548, -1.6389, -0.1055], [-0.2754, -1.2042, 1.0202], [-1.8739, -0.4331, -0.4471], [-0.0051, 1.1130, 0.0519], [-0.6900, -0.2018, 0.2454], [-1.3157, -2.1807, 0.7759], [3.2341, 2.1668, -1.9542], [3.5445, 0.7555, 0.2129], [1.1501, 1.0683, -0.7453], [2.6536, 2.0113, -0.5840], [-3.1876, -2.1227, -0.0964], [3.1586, 0.1262, 0.7741], [0.1242, 1.5356, 1.1010], [-2.0406, 0.2640, -1.2295], [-0.8707, 1.7202, -0.3859], [-1.3513, -2.9796, 1.3664]], "lowdin_charge": [-0.1515, -0.0573, -0.1009, -0.2972, -0.1454, -0.0040, -0.5286, -0.3497, -0.3711, 0.5218, 0.0840, -0.0336, 0.1212, 0.1054, 0.1146, 0.0924]}

Record 2
{"formula": "C25H43F3N2O13S4", "method": "ωB97M-V/def2-TZVPD", "gap_ev": 8.5, "species": ["N", "C", "C", "C", "C", "H", "H", "H", "H", "H", "N", "C", "C", "C", "C", "H", "H", "H", "H", "H", "C", "S", "O", "C", "H", "H", "H", "H", "H", "H", "C", "S", "O", "C", "H", "H", "H", "H", "H", "H", "C", "S", "O", "C", "H", "H", "H", "H", "H", "H", "C", "S", "O", "C", "H", "H", "H", "H", "H", "H", "C", "C", "O", "C", "O", "O", "F", "H", "H", "H", "C", "C", "O", "C", "O", "O", "F", "H", "H", "H", "C", "C", "O", "C", "O", "O", "F", "H", "H", "H"], "coordinates": [[2.2423, -4.3646, 3.1879], [3.2621, -4.8107, 2.3711], [4.4810, -4.5433, 2.9715], [4.1706, -3.8472, 4.1826], [2.8121, -3.6436, 4.1948], [1.3242, -4.1674, 2.7874], [3.0401, -5.2192, 1.3929], [5.4114, -4.7723, 2.4803], [4.8814, -3.5851, 4.9329], [2.2497, -3.2409, 4.9761], [-3.0774, -0.9408, -2.3743], [-2.1820, -0.0963, -3.0005], [-1.3093, -0.8544, -3.7528], [-1.5597, -2.2187, -3.4841], [-2.6435, -2.2284, -2.6068], [-3.6259, -0.6310, -1.5746], [-2.1834, 0.9692, -2.8341], [-0.5436, -0.4666, -4.4071], [-1.0767, -3.0439, -3.9865], [-3.2165, -3.0823, -2.3418], [1.5280, 4.8004, -0.1116], [-0.1177, 4.9901, 0.6987], [-0.5412, 3.5798, 0.8475], [0.6317, 5.3754, 2.3046], [2.0417, 5.7404, -0.3219], [1.5488, 4.2570, -1.0729], [2.1326, 4.1826, 0.5675], [1.1963, 6.3103, 2.3294], [1.2743, 4.5548, 2.5167], [-0.1664, 5.3345, 3.0228], [2.6663, -0.3669, -4.0108], [2.0915, 0.5444, -2.5147], [1.8266, 1.9310, -3.0276], [3.7899, 0.5202, -1.7544], [1.8268, -0.4687, -4.7269], [2.8803, -1.4396, -3.8376], [3.5089, 0.1827, -4.4464], [4.4396, 1.0405, -2.4429], [4.1546, -0.5165, -1.6611], [3.8032, 0.9745, -0.7474], [-0.7134, -2.2486, 4.2018], [-1.8535, -3.0487, 2.9664], [-1.2952, -2.9961, 1.5936], [-3.0298, -1.6873, 3.0284], [-0.0836, -1.5304, 3.6463], [-0.1207, -3.0139, 4.6683], [-1.3236, -1.6723, 4.9076], [-2.4656, -0.7869, 2.8634], [-3.5105, -1.7707, 4.0283], [-3.6799, -1.8936, 2.1454], [-0.4952, 0.3197, -0.0517], [0.7229, 0.5984, 1.3056], [-0.0778, 0.5173, 2.5777], [1.5553, -1.0125, 1.0368], [0.0667, 0.0958, -0.9514], [-1.0996, 1.1992, -0.0645], [-1.0661, -0.5797, 0.1868], [0.9496, -1.8822, 1.2472], [2.4313, -1.0926, 1.6584], [1.9529, -1.0359, 0.0143], [-0.4358, 3.7719, -4.2267], [-1.0438, 5.1400, -3.9350], [-1.6407, 5.0223, -2.6150], [-1.8036, 3.7081, -2.4071], [-2.5052, 3.1755, -1.5947], [-1.1308, 2.9639, -3.2504], [-1.9842, 5.3722, -4.8436], [0.6388, 3.6287, -4.1286], [-0.7518, 3.4966, -5.2206], [-0.3456, 5.9517, -3.8919], [-0.2757, -4.9879, -1.7735], [0.5696, -3.9441, -1.0123], [1.3252, -3.3761, -2.0171], [1.0754, -3.9867, -3.2088], [1.6328, -3.7557, -4.2376], [0.1586, -4.9268, -3.1093], [1.3845, -4.6191, -0.2067], [-1.3094, -4.6864, -1.6518], [-0.0517, -5.9641, -1.4136], [0.0870, -3.2185, -0.3965], [-2.3944, 2.5490, 2.9919], [-3.6332, 2.4262, 2.1258], [-4.4518, 3.4937, 2.5271], [-4.0459, 3.7088, 3.8244], [-4.7473, 4.4118, 4.5632], [-2.8659, 3.2480, 4.0909], [-4.2676, 1.2491, 2.4033], [-1.5523, 3.0611, 2.4817], [-2.0964, 1.5260, 3.3343], [-3.3754, 2.3421, 1.0636]], "lowdin_charge": [0.0202, -0.1422, -0.0952, -0.1001, -0.1617, 0.1298, 0.0935, 0.0867, 0.0835, 0.0800, 0.0353, -0.1221, -0.0971, -0.0862, -0.1338, 0.1545, 0.0873, 0.0855, 0.0932, 0.0946, -0.2379, 0.8663, -0.5772, -0.2409, 0.0515, 0.0468, 0.0499, 0.0667, 0.0394, 0.0446, -0.2381, 0.8236, -0.5561, -0.2383, 0.0485, 0.0500, 0.0570, 0.0418, 0.0612, 0.0522, -0.2278, 0.8310, -0.5805, -0.2670, 0.0334, 0.0151, 0.0575, 0.0160, 0.0728, 0.0670, -0.2222, 0.8579, -0.5671, -0.2486, -0.0105, 0.0175, 0.0502, 0.0192, 0.0451, 0.0282, -0.0168, -0.2879, 0.1389, -0.6108, 0.1370, 0.0564, 0.1006, 0.1140, 0.1380, 0.1602, -0.0331, -0.3351, 0.1330, -0.5937, 0.1598, 0.0896, 0.0715, 0.1262, 0.1346, 0.1221, -0.0861, -0.3015, 0.1509, -0.5391, 0.1130, 0.1162, 0.0459, 0.1001, 0.1285, 0.1634]}

Record 3
{"formula": "CH3IO3S", "method": "ωB97M-V/def2-TZVPD", "de_lowest_ev": 1.2719, "gap_ev": 9.0, "species": ["C", "O", "O", "O", "S", "I", "H", "H", "H"], "coordinates": [[0.1973, -0.0937, -1.5834], [-0.8335, -0.9924, 0.8323], [0.8797, 0.2160, -0.3600], [0.0605, 1.1523, 1.9982], [0.4375, -0.4086, 1.0850], [-0.8644, 0.5816, 3.5898], [-0.0870, -1.1086, -1.5066], [0.9214, 0.1143, -2.4319], [-0.7116, 0.5391, -1.6234]], "lowdin_charge": [-0.1005, -0.4611, -0.4200, -1.0593, 0.8530, 0.9142, 0.0551, 0.1178, 0.1006]}

Record 4
{"formula": "C33H51BCl5F32NO12", "method": "ωB97M-V/def2-TZVPD", "total_charge": -2, "gap_ev": 2.6, "species": ["C", "O", "C", "C", "N", "H", "H", "C", "C", "O", "C", "H", "H", "H", "H", "H", "H", "H", "H", "H", "H", "H", "H", "H", "H", "C", "O", "H", "H", "H", "B", "H", "H", "H", "H", "Cl", "O", "O", "O", "O", "C", "C", "C", "F", "F", "F", "F", "O", "C", "C", "F", "F", "F", "F", "H", "H", "H", "H", "C", "C", "C", "F", "F", "F", "F", "O", "C", "C", "F", "F", "F", "F", "H", "H", "H", "H", "C", "C", "C", "F", "F", "F", "F", "O", "C", "C", "F", "F", "F", "F", "H", "H", "H", "H", "C", "C", "C", "F", "F", "F", "F", "O", "C", "C", "F", "F", "F", "F", "H", "H", "H", "H", "C", "C", "C", "O", "C", "H", "H", "H", "H", "H", "H", "H", "H", "C", "Cl", "Cl", "H", "H", "C", "Cl", "Cl", "H", "H"], "coordinates": [[-1.3052, 1.4961, 2.8966], [-0.5636, 0.9005, 1.8258], [-1.3809, -0.0380, 1.1598], [-0.5241, -0.5711, -0.0024], [0.8512, -0.9542, 0.3398], [1.2865, -0.2656, 0.9503], [0.6683, -1.7570, 0.9813], [1.8116, -1.4516, -0.7363], [1.7195, -0.6556, -2.0383], [2.0427, 0.6712, -1.7290], [2.2744, 1.5706, -2.8085], [-2.1530, 2.0369, 2.4737], [-0.7287, 2.2805, 3.3874], [-1.6309, 0.7663, 3.6380], [-2.2419, 0.4611, 0.7092], [-1.5807, -0.9352, 1.7511], [-0.3818, 0.2757, -0.6771], [-1.0958, -1.3472, -0.5003], [1.5417, -2.4877, -0.9458], [2.7642, -1.4300, -0.2094], [0.7760, -0.6964, -2.5930], [2.4378, -1.1875, -2.6769], [2.5502, 2.5670, -2.4796], [1.5101, 1.6472, -3.5910], [3.1264, 1.1388, -3.3458], [2.4330, -5.5665, -0.9976], [1.6852, -6.0756, 0.0611], [3.2524, -6.2443, -1.2887], [1.7342, -5.5040, -1.8628], [2.7751, -4.5270, -0.8338], [-0.1074, -3.5162, 1.6177], [-0.5942, -3.8036, 0.6100], [-0.5443, -4.2166, 2.4173], [1.0371, -3.5747, 1.5574], [-0.3679, -2.4206, 1.8908], [5.8675, -2.1797, 1.9763], [5.8582, -3.4253, 2.6977], [4.4834, -1.7774, 1.8259], [6.5437, -1.1964, 2.8349], [6.5203, -2.3141, 0.7129], [0.3841, 4.8568, -0.2032], [-0.5780, 3.7203, -0.4517], [-1.0511, 3.6525, -1.9146], [-1.7404, 2.5272, -2.2303], [-1.6814, 4.7729, -2.3265], [0.0690, 2.5457, -0.2812], [-1.6214, 3.7454, 0.4160], [1.5014, 4.6861, -1.0506], [2.3607, 5.7881, -1.0758], [3.6293, 5.5019, -1.9378], [3.2684, 5.0282, -3.1414], [4.4536, 6.5480, -2.1547], [1.6310, 6.8125, -1.5727], [2.7735, 6.1157, 0.1589], [0.7320, 4.8028, 0.8318], [-0.0905, 5.8274, -0.3566], [-0.1420, 3.5644, -2.5189], [4.2093, 4.8232, -1.2970], [3.9995, 3.4346, 5.9168], [5.0494, 4.3300, 6.6062], [6.4411, 3.6406, 6.6439], [6.4919, 2.4034, 7.1532], [7.0400, 3.6995, 5.4337], [5.2275, 5.4738, 5.8927], [4.5905, 4.6707, 7.8169], [4.3994, 2.8148, 4.7048], [3.4233, 2.7421, 3.7479], [3.8269, 1.6972, 2.6978], [2.9799, 1.5406, 1.6808], [5.0655, 2.0742, 2.2659], [2.2619, 2.2203, 4.2646], [3.1058, 3.9739, 3.3123], [3.0641, 3.9918, 5.8629], [3.8842, 2.5417, 6.5379], [7.0827, 4.3194, 7.2308], [3.9874, 0.7602, 3.2377], [-5.9704, 0.8334, 0.0230], [-5.5911, 1.4877, 1.3316], [-6.6735, 1.3162, 2.3925], [-6.3407, 1.6846, 3.6750], [-7.8544, 1.9265, 2.1257], [-4.5514, 0.8371, 1.9053], [-5.2377, 2.7972, 1.1869], [-4.9793, 0.9568, -0.9625], [-5.1479, -0.0070, -2.0113], [-4.3627, 0.6091, -3.1892], [-4.3132, -0.1033, -4.3453], [-4.9990, 1.7473, -3.5437], [-4.5720, -1.0933, -1.4965], [-6.4585, -0.1488, -2.1989], [-6.9403, 1.1694, -0.3420], [-6.0182, -0.1944, 0.4062], [-6.8957, 0.2570, 2.5595], [-3.3334, 0.7451, -2.8593], [-6.1496, -4.8884, 3.0231], [-6.3510, -6.2912, 3.6007], [-6.2313, -7.3386, 2.5207], [-6.4930, -8.5780, 3.0080], [-7.0426, -7.1386, 1.4341], [-5.4007, -6.5150, 4.5356], [-7.5932, -6.4067, 4.1254], [-4.9726, -4.8948, 2.2458], [-4.5934, -3.6286, 1.7925], [-3.3641, -3.7860, 0.8724], [-3.5519, -4.6581, -0.1347], [-2.9233, -2.6126, 0.3930], [-5.6283, -3.1669, 1.0428], [-4.4199, -2.7899, 2.8220], [-6.3111, -4.1700, 3.8298], [-7.0001, -4.7081, 2.3582], [-5.2277, -7.4094, 2.0926], [-2.5459, -4.1446, 1.5096], [1.9255, -0.0906, -6.4744], [2.5025, 1.0414, -7.2495], [1.1911, 1.5423, -7.8635], [0.6691, 0.3233, -8.4175], [0.9973, -0.7754, -7.5108], [1.3310, 0.3546, -5.6723], [2.7082, -0.6909, -6.0085], [3.0817, 0.7389, -8.1272], [3.1476, 1.7519, -6.7324], [1.3018, 2.2805, -8.6588], [0.4357, 1.9356, -7.1765], [1.6637, -1.4677, -8.0255], [0.1585, -1.2398, -6.9983], [-1.0011, -3.7030, -2.8773], [0.3627, -3.3811, -3.9216], [-2.0286, -2.2181, -2.7843], [-1.6075, -4.5165, -3.2538], [-0.6854, -3.7320, -1.8368], [5.5098, 0.5149, -0.8577], [5.2942, -0.7575, -2.0662], [5.5675, 2.0982, -1.7026], [4.7093, 0.5644, -0.1258], [6.4255, 0.3908, -0.2870]], "lowdin_charge": [-0.0852, -0.1944, -0.2082, -0.1444, 0.0631, 0.1552, 0.0596, -0.0426, -0.2519, -0.1996, -0.1100, 0.0666, 0.0798, 0.0952, 0.1200, 0.1001, 0.1026, 0.0668, 0.1180, 0.1187, 0.0930, 0.0979, 0.0543, 0.0759, 0.0642, -0.4656, -0.4778, 0.0204, -0.0005, 0.0186, -0.3883, -0.0337, -0.0341, -0.0150, -0.0555, 0.6197, -0.3610, -0.3984, -0.4151, -0.3785, -0.0575, -0.4338, -0.2919, 0.0908, 0.0990, 0.1275, 0.1297, 0.0174, -0.5067, -0.2968, 0.1076, 0.0973, 0.1340, 0.1539, 0.1528, 0.1488, 0.1595, 0.1497, -0.0503, -0.4493, -0.3198, 0.1198, 0.0972, 0.1114, 0.1314, 0.0416, -0.5210, -0.2830, 0.1247, 0.0856, 0.1108, 0.1492, 0.1481, 0.1524, 0.1658, 0.1764, -0.0875, -0.4390, -0.2902, 0.0702, 0.0825, 0.1153, 0.1214, 0.0195, -0.5054, -0.2810, 0.0767, 0.0994, 0.1331, 0.1650, 0.1516, 0.1452, 0.1693, 0.1501, -0.0802, -0.4624, -0.2919, 0.0833, 0.0794, 0.1387, 0.1209, 0.0387, -0.4958, -0.3133, 0.1142, 0.0716, 0.1163, 0.1652, 0.1504, 0.1393, 0.1762, 0.1269, -0.1994, -0.1818, -0.2120, -0.1614, -0.1510, 0.0962, 0.1191, 0.1173, 0.1136, 0.1126, 0.1146, 0.1149, 0.1120, -0.9295, 0.5416, 0.5266, 0.0355, 0.0107, -0.9668, 0.5751, 0.4960, 0.0067, 0.0333]}

Record 5
{"formula": "C7H5N3O2", "method": "ωB97M-V/def2-TZVPD", "de_lowest_ev": 5.2809, "gap_ev": 8.8, "species": ["O", "C", "N", "C", "C", "C", "C", "C", "N", "C", "N", "O", "H", "H", "H", "H", "H"], "coordinates": [[-4.2359, -0.9936, -0.4390], [-3.2641, -0.1778, -0.1553], [-1.9388, -0.7335, 0.1229], [-1.1424, 0.2234, 0.4676], [0.2774, 0.0886, 0.5250], [0.9744, 1.2538, 0.0229], [2.2795, 1.0049, -0.4715], [2.8726, -0.2427, -0.2057], [2.1505, -1.4279, -0.1170], [0.8323, -1.0660, 0.2908], [-1.7731, 1.3214, 0.1473], [-3.0045, 1.0928, -0.1020], [-1.6721, -1.6164, 0.2443], [0.3145, 2.1738, 0.2527], [3.2457, 1.7123, -0.4951], [3.9021, -0.5873, -0.5771], [0.1819, -2.0259, 0.4892]], "lowdin_charge": [0.0166, -0.3620, 0.2217, -0.3091, -0.1852, 0.0302, -0.0684, -0.1585, 0.0832, -0.1099, 0.0734, 0.1090, 0.0915, 0.1439, 0.1477, 0.1273, 0.1485]}

Record 6
{"formula": "C4H26BO21", "method": "ωB97M-V/def2-TZVPD", "total_charge": -1, "de_lowest_ev": 4.0895, "gap_ev": 8.4, "species": ["O", "C", "O", "B", "O", "C", "O", "O", "C", "O", "C", "O", "O", "O", "H", "H", "O", "H", "H", "O", "H", "H", "O", "H", "H", "O", "H", "H", "O", "H", "H", "O", "H", "H", "O", "H", "H", "O", "H", "H", "O", "H", "H", "O", "H", "H", "O", "H", "H", "O", "H", "H"], "coordinates": [[-13.7740, -11.3570, -32.9400], [-12.7120, -11.3480, -33.5290], [-11.9770, -12.3620, -33.5100], [-10.6310, -11.8140, -33.6880], [-10.8710, -10.4280, -34.1710], [-12.0510, -10.1420, -33.9880], [-12.2930, -9.0040, -33.6020], [-9.8000, -12.5170, -34.6570], [-8.7940, -12.9170, -34.0760], [-7.7980, -13.2020, -34.7010], [-8.7580, -12.4020, -32.7710], [-9.7920, -11.8680, -32.4530], [-7.8620, -12.5130, -31.9860], [-8.9360, -10.2640, -30.4310], [-8.0820, -10.4750, -30.7530], [-9.5480, -10.7370, -30.9730], [-12.5680, -7.5870, -30.9830], [-13.3110, -8.1550, -31.1860], [-12.0080, -7.8240, -31.6900], [-6.2380, -10.5970, -30.0890], [-6.2180, -10.8010, -31.0050], [-5.3050, -10.4450, -29.9630], [-9.7580, -8.0520, -32.5830], [-9.9910, -7.6010, -33.4170], [-10.3200, -8.7900, -32.5140], [-5.5890, -13.8340, -33.0240], [-6.3550, -13.6930, -33.5710], [-5.3310, -14.7420, -33.1560], [-7.6900, -12.6460, -28.9280], [-7.1930, -11.8680, -29.2160], [-8.6240, -12.4460, -29.1060], [-12.6950, -5.9050, -33.7370], [-13.3210, -6.6150, -33.7190], [-12.4640, -5.8230, -32.8090], [-14.8020, -9.1500, -31.6590], [-14.4960, -9.9640, -32.0820], [-15.0740, -8.5740, -32.3500], [-6.0330, -10.9920, -34.6300], [-6.4740, -11.7920, -34.9600], [-6.4820, -10.5040, -33.8910], [-11.8770, -10.6620, -30.5920], [-12.6680, -11.2310, -30.6340], [-11.9640, -10.1620, -29.8060], [-10.4250, -12.6660, -29.0240], [-10.5580, -12.1530, -29.8390], [-10.4570, -13.6200, -29.1560], [-4.4850, -11.8800, -31.7910], [-3.6560, -12.3210, -31.5930], [-5.0590, -12.5690, -32.2440], [-7.8620, -14.7950, -30.8060], [-8.0070, -13.9080, -31.1920], [-7.8700, -15.4440, -31.5290]], "lowdin_charge": [0.1332, -0.4376, 0.3258, -0.7564, 0.2958, -0.4239, 0.1358, 0.3497, -0.4393, 0.1359, -0.5009, 0.3047, 0.1525, -0.0040, -0.0233, -0.0282, -0.0410, -0.0258, -0.0438, -0.0370, 0.0006, 0.0561, -0.0293, 0.0575, -0.0358, -0.0240, 0.0035, 0.0688, -0.0884, -0.0187, -0.0261, -0.0529, -0.0022, 0.0215, -0.0403, 0.0001, 0.0310, -0.0687, 0.0100, 0.0634, -0.0016, 0.0765, 0.0519, -0.0522, 0.0091, 0.0595, -0.0926, 0.0298, -0.0030, -0.0780, -0.0249, 0.0274]}

Record 7
{"formula": "CH2LiO2Tl", "method": "ωB97M-V/def2-TZVPD", "de_lowest_ev": 0.2402, "gap_ev": 7.3, "species": ["O", "C", "O", "Tl", "Li", "H", "H"], "coordinates": [[-0.7713, -1.2081, 0.3618], [-0.9014, -0.3632, 1.2420], [0.8412, 0.7224, -1.4057], [2.7117, 1.7308, -2.1935], [0.1902, -0.8809, -1.3339], [-0.6323, -0.5851, 2.2941], [-1.4380, 0.5841, 1.0352]], "lowdin_charge": [-0.1146, -0.0716, -1.1994, 0.5929, 0.5968, 0.0958, 0.1000]}

Record 8
{"formula": "C4H5NO", "method": "ωB97M-V/def2-TZVPD", "de_lowest_ev": 2.3111, "gap_ev": 10.2, "species": ["O", "C", "N", "C", "C", "C", "H", "H", "H", "H", "H"], "coordinates": [[-2.2337, 0.6278, 1.0223], [-1.2153, 0.2168, 0.6160], [-0.7488, -1.0596, 0.2421], [0.6325, -0.5979, 0.0641], [0.7343, 0.4321, -1.0024], [0.1814, 0.8146, 0.3705], [-0.9944, -2.0506, 0.2861], [1.3502, -1.2443, 0.2623], [-0.0093, 0.3334, -1.7253], [1.6584, 0.8665, -1.1384], [0.6447, 1.6613, 1.0028]], "lowdin_charge": [0.1257, -0.4613, 0.1058, -0.2249, -0.0356, -0.0879, 0.1439, 0.0926, 0.0930, 0.0846, 0.1640]}

E list, top to bottom, in eV: -22657.471; -107709.871; -26161.459; -211343.645; -15900.222; -48249.978; -10061.621; -7764.215